Molecular formula: C10H15NO2
Method: DFT, ωB97M-V with the def2-TZVPD basis set

Output
Orbital gap: 0.3426 Eh
E_HOMO: -8.61 eV
Charge: 0
SMILES: Cc1ccc(O)cc1.CCC(N)=O

The geometry in XYZ format:
```
28
Properties=species:S:1:pos:R:3:forces:R:3:mulliken_charge:R:1
H 4.1901 -1.7122 -0.0620 -0.12 -0.90 -0.16 0.237
N 3.7695 -1.5688 -0.9735 1.20 0.25 1.70 -0.460
C -3.0534 1.7734 1.2257 -0.27 0.03 0.22 -0.437
H 0.2281 -0.7648 2.9710 -0.18 -0.52 -0.86 0.370
H 3.7283 -0.5588 -1.0632 -0.51 -0.42 -0.90 0.253
H -3.7256 3.1128 -0.7584 0.18 0.11 0.07 0.300
C -2.2923 2.1998 0.1359 0.02 0.52 0.10 0.714
C 1.2890 -0.3997 -2.0207 0.67 1.67 0.76 -1.119
C -0.5519 0.7319 0.8260 0.44 -0.35 -1.00 -0.345
H 1.7991 0.5790 -2.1028 0.90 -0.53 -0.09 0.435
C -0.8705 -0.7196 2.8953 1.06 -0.25 0.46 -1.382
H -1.3158 -1.7228 2.8497 0.30 0.22 0.10 0.311
H 1.3570 -2.2725 -3.0546 -0.21 -0.36 0.03 0.345
H 2.6323 -1.1783 -3.3715 1.00 -0.47 -0.09 0.300
C -0.9939 1.7495 -0.0248 -0.32 -1.12 0.01 -0.517
O -2.7596 3.1252 -0.7697 -0.24 -0.35 0.02 -0.542
H -0.4479 1.9592 -0.9313 0.17 0.51 0.09 0.392
H -4.0962 2.0588 1.3414 0.18 0.47 -0.07 0.251
C 2.7962 -2.4110 -1.4560 -0.57 2.82 -1.00 0.493
H -3.2509 0.5540 2.9181 0.65 -0.13 0.17 0.317
H 0.4020 -0.0389 -2.5144 -0.84 -1.04 -0.35 0.491
C 2.0576 -1.6099 -2.5672 -1.31 -0.19 -0.28 -0.514
H 0.4283 0.2626 0.6571 -0.51 0.40 0.21 0.366
H -1.0101 -0.2986 3.9081 -0.86 -0.05 -0.52 0.364
C -1.3696 0.1946 1.7869 0.31 0.88 3.72 0.630
O 2.4830 -3.4910 -1.0415 0.34 -0.36 0.01 -0.568
H 1.1211 -0.4229 -0.9550 -0.46 -0.56 0.17 0.049
C -2.5439 0.8690 2.1513 -1.02 -0.29 -2.51 -0.734
```
Forces are in eV/Å.